# C19H31BN8O2Ta

C19H31BN8O2Ta as an isolated structure (wB97M-V/def2-TZVPD, OMol25).

Values from the calculation:
orbital gap: 7.296 eV
charge: +3
F_max: 5.79 eV/A
E_tot: -38422.364 eV
LUMO: -11.834 eV
HOMO level: -19.129 eV

Atoms and positions in Å:
Ta  11.6573  8.7901  9.1970
C  16.1631  7.3153  11.6962
C  15.2837  7.9420  10.5473
C  16.1839  8.5065  9.4332
C  14.4380  9.0491  11.0006
C  14.7714  10.0945  11.8885
C  13.5917  10.7929  12.1135
N  12.5149  10.1791  11.4513
N  13.0704  9.1213  10.7328
B  11.1131  10.6910  11.0055
N  10.3220  9.3141  10.9063
C  10.0364  8.3495  11.8839
C  9.3536  7.2975  11.3087
C  8.9910  7.7566  9.9899
N  9.6974  8.8758  9.6798
C  8.0044  7.0562  9.0881
C  6.8258  6.7021  10.0085
C  7.6766  7.7782  7.8260
N  11.0563  11.2833  9.5545
C  10.0991  12.1290  9.0419
C  10.1755  12.1530  7.6281
C  11.2088  11.2274  7.2465
N  11.6721  10.6691  8.4385
C  11.5335  10.8460  5.8624
C  10.9740  11.6823  4.7641
C  13.0683  10.6303  5.6775
H  16.8316  6.5428  11.3377
H  16.8631  8.1210  12.0886
H  15.6343  6.8608  12.5431
H  14.6980  7.1043  10.0832
H  16.5617  9.4977  9.7400
H  16.9519  7.7588  9.1877
H  15.5166  8.5486  8.5087
H  15.7649  10.3731  12.2699
H  13.4876  11.7000  12.7236
H  10.7245  11.4991  11.8762
H  10.1277  8.5179  12.9665
H  9.1183  6.3258  11.7010
H  8.4087  6.0798  8.8241
H  6.0779  7.5051  10.0855
H  6.3162  5.7254  9.7572
H  7.1337  6.6276  11.0620
H  7.5036  8.8899  7.9342
H  8.4002  7.6314  7.0077
H  6.6620  7.3892  7.4955
H  9.5450  12.7696  9.7236
H  9.4332  12.5661  6.9828
H  11.0438  9.8885  5.7397
H  11.4136  12.7062  4.7323
H  11.2566  11.1096  3.8169
H  9.8187  11.8056  4.8281
H  13.5265  11.6017  5.5867
H  13.6468  10.0235  6.4780
H  13.1733  10.1279  4.6866
N  11.9800  6.6567  9.8874
N  11.6249  5.8244  8.7693
C  11.1803  6.4631  7.6042
O  10.6949  5.9425  6.6407
O  11.4101  7.7243  7.5921
H  12.9180  6.2813  10.1806
H  11.3879  6.5325  10.7314
H  11.2442  4.9303  9.0409